(1)
A molecular structure, C52H129B2F8N15O16Rb2 in a non-equilibrium geometry. Source: the OMol25 dataset; level of theory: wB97M-V/def2-TZVPD.

Values from the calculation:
max |F|: 6.6 eV/Å
frontier orbital gap: 8.199 eV
molecular weight: 1565.24 u

Structure (ORCA input):
```
! RIJCOSX wB97M-V def2-TZVPD def2/J DEFGRID3
* xyz 0 1
Rb 0.24 -0.44 3.90
Rb 0.53 -3.13 -0.34
B -0.18 -3.84 3.30
F -1.19 -3.21 2.62
F 1.00 -3.37 2.78
F -0.15 -3.48 4.62
F -0.25 -5.14 3.19
B 0.48 0.10 0.43
F 0.22 -0.24 -0.86
F 1.74 -0.35 0.71
F 0.45 1.44 0.69
F -0.38 -0.61 1.30
C 0.49 -2.57 -4.77
O -0.27 -3.50 -3.98
C -1.42 -2.80 -3.52
C -2.45 -3.73 -2.89
N -1.79 -4.66 -1.94
C -2.73 -5.38 -1.07
C -1.93 -6.05 0.15
O -0.97 -6.86 -0.48
C -0.11 -7.62 0.41
H 1.29 -3.13 -5.25
H 0.97 -1.81 -4.15
H -0.19 -2.11 -5.48
H -2.02 -2.42 -4.35
H -1.16 -1.96 -2.87
H -3.09 -4.25 -3.60
H -3.03 -2.96 -2.38
H -1.24 -5.30 -2.48
H -3.35 -6.07 -1.65
H -3.55 -4.80 -0.65
H -2.66 -6.73 0.60
H -1.63 -5.34 0.92
H 0.53 -8.26 -0.19
H -0.72 -8.21 1.09
H 0.49 -7.02 1.10
C 0.37 -2.19 7.89
O -0.49 -1.29 7.29
C -1.83 -1.46 7.37
C -2.40 -0.17 6.67
N -2.56 -0.56 5.26
C -3.54 0.31 4.56
C -5.02 -0.07 4.84
O -5.34 -1.21 4.11
C -6.64 -1.69 4.49
H 1.38 -1.81 7.72
H 0.30 -3.17 7.41
H 0.28 -2.26 8.97
H -2.00 -1.45 8.45
H -2.20 -2.44 7.05
H -1.73 0.69 6.75
H -3.37 0.03 7.12
H -2.85 -1.52 5.14
H -3.31 0.19 3.50
H -3.40 1.37 4.75
H -5.61 0.77 4.49
H -5.25 -0.15 5.90
H -7.45 -0.96 4.42
H -6.60 -1.87 5.57
H -6.90 -2.53 3.86
C 3.25 -0.79 5.51
O 2.95 0.24 4.59
C 3.41 1.51 4.99
C 2.53 2.55 4.24
N 1.07 2.50 4.57
C 0.46 3.71 3.92
C -1.11 3.76 3.76
O -1.65 3.94 5.05
C -2.95 4.48 5.12
H 2.71 -1.70 5.23
H 2.82 -0.51 6.47
H 4.32 -0.97 5.50
H 4.48 1.71 4.92
H 3.32 1.69 6.06
H 2.60 2.47 3.15
H 2.90 3.54 4.53
H 1.01 2.72 5.55
H 0.88 3.82 2.92
H 0.71 4.64 4.42
H -1.68 2.93 3.34
H -1.34 4.70 3.25
H -2.87 5.51 4.79
H -3.32 4.51 6.14
H -3.71 4.13 4.42
C -0.17 1.69 -4.17
O -0.27 3.03 -4.49
C -0.27 3.97 -3.42
C -0.62 5.35 -4.00
N -0.85 6.39 -2.98
C 0.37 6.79 -2.28
C 0.20 7.70 -1.10
O -0.19 6.96 0.02
C -0.56 7.76 1.10
H -0.65 1.37 -3.24
H 0.85 1.32 -4.07
H -0.53 1.12 -5.02
H 0.75 3.90 -3.04
H -1.02 3.58 -2.73
H -1.46 5.32 -4.70
H 0.11 5.75 -4.71
H -1.21 7.22 -3.42
H 1.09 7.25 -2.96
H 0.95 5.94 -1.92
H -0.50 8.49 -1.39
H 1.18 8.17 -0.99
H 0.13 8.57 1.34
H -0.66 7.25 2.06
H -1.59 8.06 0.90
C 4.11 -2.03 -5.22
O 3.37 -1.82 -4.05
C 3.94 -2.39 -2.90
C 3.81 -3.99 -2.87
N 2.49 -4.35 -2.47
C 2.34 -5.71 -2.02
C 3.12 -6.03 -0.73
O 2.48 -5.40 0.34
C 3.15 -5.65 1.53
H 5.14 -1.70 -5.17
H 3.58 -1.42 -5.96
H 3.88 -3.01 -5.66
H 3.51 -1.89 -2.03
H 5.01 -2.20 -2.87
H 4.58 -4.26 -2.14
H 4.13 -4.48 -3.79
H 1.88 -4.20 -3.26
H 2.60 -6.46 -2.77
H 1.33 -6.05 -1.77
H 4.18 -5.79 -0.77
H 3.19 -7.11 -0.55
H 4.23 -5.57 1.42
H 2.82 -6.57 2.00
H 2.89 -4.82 2.19
C -7.12 4.61 -6.05
C -5.74 3.85 -5.85
C -4.98 4.48 -4.68
C -3.66 3.73 -4.38
C -4.07 2.15 -4.08
C -4.83 1.39 -5.23
N -5.97 2.31 -5.58
O -6.72 1.71 -6.53
C -3.96 1.02 -6.44
C -5.20 -0.03 -4.61
C -4.89 4.19 -7.18
H -7.87 4.43 -5.27
H -7.52 4.21 -6.98
H -7.08 5.70 -6.05
H -4.74 5.51 -4.94
H -5.64 4.62 -3.83
H -3.15 4.03 -3.47
H -2.97 3.89 -5.21
H -4.69 2.09 -3.19
H -3.21 1.57 -3.76
H -3.66 1.85 -7.08
H -3.10 0.50 -6.01
H -4.58 0.35 -7.04
H -5.91 -0.53 -5.28
H -4.40 -0.73 -4.40
H -5.77 0.10 -3.69
H -5.42 3.72 -8.01
H -3.83 3.92 -7.11
H -4.94 5.23 -7.49
H -7.49 1.42 -6.03
C 8.40 -1.09 -0.63
C 8.24 -0.43 0.80
C 7.49 1.01 0.58
C 6.03 0.81 0.15
C 5.24 -0.19 1.05
C 6.01 -1.47 1.48
N 7.40 -1.13 1.78
O 8.12 -2.28 2.30
C 5.30 -1.77 2.80
C 5.83 -2.50 0.32
C 9.60 -0.05 1.37
H 9.35 -0.73 -1.02
H 7.66 -0.81 -1.37
H 8.43 -2.18 -0.57
H 7.39 1.55 1.52
H 8.00 1.61 -0.18
H 6.08 0.46 -0.88
H 5.46 1.72 0.00
H 4.30 -0.45 0.57
H 4.88 0.41 1.89
H 5.67 -2.70 3.23
H 5.33 -1.04 3.61
H 4.22 -1.88 2.70
H 6.05 -2.08 -0.67
H 6.50 -3.35 0.41
H 4.81 -2.88 0.20
H 9.48 0.48 2.32
H 10.20 0.53 0.67
H 10.16 -0.97 1.55
H 8.24 -2.81 1.51
C -3.96 -0.89 -0.28
O -4.79 -1.78 -0.35
N -3.06 -0.83 0.64
N -3.82 0.08 -1.10
H -2.30 -0.16 0.65
H -2.95 -1.70 1.14
H -4.37 0.05 -1.95
H -3.26 0.89 -0.89
C -2.09 3.69 -0.25
O -2.70 2.72 -0.02
N -2.71 4.72 -0.80
N -0.79 3.81 -0.16
H -2.21 5.35 -1.40
H -3.70 4.50 -0.90
H -0.21 3.06 0.19
H -0.45 4.73 -0.40
C 3.13 2.36 -1.81
O 4.10 2.82 -2.40
N 2.61 1.21 -2.13
N 2.59 2.91 -0.72
H 1.78 0.83 -1.71
H 3.05 1.00 -3.01
H 1.89 2.35 -0.25
H 3.02 3.73 -0.33
C -4.14 -4.47 3.67
O -5.28 -4.75 4.00
N -3.17 -5.32 3.70
N -3.73 -3.26 3.56
H -3.38 -6.16 4.23
H -2.21 -5.01 3.70
H -4.33 -2.49 3.81
H -2.77 -3.00 3.35
*
```


(2)
13 unconnected molecules or ions with the total composition C52H130O26 in a non-equilibrium geometry. Source: the OMol25 dataset; level of theory: wB97M-V/def2-TZVPD.

Values from the calculation:
max |F|: 3.4 eV/Å
frontier orbital gap: 9.834 eV
molecular weight: 1171.59 u

Structure (ORCA input):
```
! RIJCOSX wB97M-V def2-TZVPD def2/J DEFGRID3
* xyz 0 1
C 0.70 0.90 -9.43
O 1.14 0.10 -8.33
C 0.45 -1.12 -8.22
C -0.91 -0.88 -7.59
O -1.90 -0.44 -8.56
C -3.17 -0.22 -7.95
H 1.34 0.70 -10.27
H 0.61 1.90 -9.08
H -0.31 0.64 -9.86
H 1.03 -1.70 -7.52
H 0.35 -1.72 -9.14
H -0.79 -0.19 -6.68
H -1.25 -1.79 -7.20
H -3.68 -1.15 -7.92
H -3.79 0.47 -8.55
H -2.96 0.27 -6.96
C -6.00 1.34 2.22
O -5.60 0.18 1.57
C -4.39 0.25 0.89
C -4.37 0.90 -0.53
O -5.08 0.12 -1.45
C -4.89 0.76 -2.74
H -6.43 1.17 3.21
H -6.76 1.82 1.54
H -5.22 2.11 2.37
H -3.92 -0.74 0.82
H -3.61 0.80 1.49
H -3.35 1.06 -0.77
H -4.97 1.83 -0.43
H -5.44 1.74 -2.86
H -5.33 0.13 -3.57
H -3.86 0.93 -2.96
C 1.17 6.68 1.86
O 1.19 5.51 1.12
C 1.29 5.85 -0.35
C 1.38 4.52 -1.01
O 0.08 3.94 -1.10
C 0.20 2.52 -1.37
H 2.10 7.29 1.77
H 1.04 6.37 2.88
H 0.33 7.33 1.66
H 2.20 6.42 -0.65
H 0.32 6.34 -0.60
H 2.09 3.86 -0.56
H 1.67 4.73 -2.03
H -0.81 2.16 -1.44
H 0.72 2.02 -0.56
H 0.80 2.35 -2.29
C 3.53 -0.84 2.26
O 3.77 0.48 1.84
C 4.61 1.32 2.60
C 5.03 2.56 1.85
O 4.01 3.57 1.61
C 4.44 4.66 0.77
H 4.45 -1.46 2.18
H 2.76 -1.20 1.55
H 3.21 -0.89 3.29
H 5.53 0.76 2.94
H 4.08 1.55 3.55
H 5.44 2.18 0.92
H 5.78 3.00 2.46
H 3.67 5.43 0.94
H 4.59 4.31 -0.26
H 5.46 5.12 1.09
C -1.44 -4.53 0.94
O -1.18 -4.52 2.33
C -1.66 -5.50 3.23
C -0.80 -5.40 4.49
O 0.50 -5.77 4.24
C 1.50 -5.16 5.10
H -2.47 -4.23 0.72
H -1.28 -5.51 0.48
H -0.78 -3.75 0.54
H -1.59 -6.49 2.85
H -2.75 -5.39 3.26
H -1.30 -5.91 5.29
H -0.84 -4.37 4.81
H 2.41 -5.18 4.49
H 1.67 -5.69 6.06
H 1.21 -4.15 5.33
C 0.20 3.33 9.83
O 0.16 3.16 8.41
C 1.32 3.61 7.68
C 1.56 2.77 6.47
O 2.19 1.55 6.77
C 1.56 0.32 6.49
H 0.93 2.67 10.30
H -0.72 2.97 10.23
H 0.25 4.38 10.00
H 2.21 3.56 8.31
H 1.04 4.65 7.43
H 2.28 3.33 5.85
H 0.68 2.59 5.84
H 1.84 0.05 5.47
H 0.48 0.37 6.54
H 1.88 -0.47 7.13
C -1.47 -4.74 -3.82
O -2.57 -4.93 -2.96
C -3.52 -3.87 -2.95
C -4.29 -3.85 -1.63
O -5.00 -5.06 -1.30
C -5.60 -5.00 -0.03
H -0.92 -5.63 -3.68
H -0.82 -3.92 -3.46
H -1.75 -4.65 -4.83
H -4.27 -3.90 -3.74
H -2.92 -2.97 -3.04
H -5.03 -3.05 -1.77
H -3.61 -3.51 -0.85
H -6.34 -4.17 0.02
H -4.88 -4.88 0.76
H -6.12 -5.94 0.05
C 2.92 0.96 -5.35
O 2.04 1.99 -4.76
C 1.58 2.96 -5.73
C 0.44 3.75 -5.20
O -0.70 2.83 -5.19
C -1.85 3.37 -4.55
H 3.49 0.69 -4.45
H 3.63 1.37 -6.06
H 2.35 0.16 -5.75
H 1.26 2.48 -6.66
H 2.42 3.65 -5.91
H 0.28 4.72 -5.68
H 0.66 4.03 -4.10
H -2.68 2.73 -4.89
H -2.01 4.40 -4.83
H -1.83 3.28 -3.47
C -4.09 -1.88 4.14
O -3.24 -1.03 4.93
C -2.20 -1.70 5.71
C -2.69 -2.07 7.06
O -1.72 -2.96 7.62
C -1.94 -3.16 8.98
H -3.51 -2.34 3.34
H -4.79 -1.26 3.62
H -4.61 -2.62 4.75
H -1.32 -1.12 5.90
H -1.86 -2.57 5.11
H -3.66 -2.52 7.06
H -2.70 -1.16 7.68
H -1.77 -2.21 9.51
H -1.23 -3.96 9.19
H -3.00 -3.39 9.05
C -2.57 1.91 6.58
O -1.66 2.25 5.53
C -2.18 2.46 4.20
C -1.09 2.98 3.33
O -0.21 1.92 2.90
C 1.06 2.44 2.39
H -3.46 2.59 6.72
H -1.91 2.02 7.44
H -2.84 0.86 6.45
H -2.91 3.30 4.17
H -2.62 1.56 3.81
H -0.48 3.81 3.70
H -1.63 3.36 2.48
H 1.76 2.75 3.19
H 0.94 3.26 1.69
H 1.58 1.62 1.90
C 1.91 -2.15 -3.77
O 1.43 -2.68 -4.99
C 1.67 -4.04 -5.08
C 3.05 -4.42 -5.67
O 3.14 -4.08 -7.07
C 3.81 -2.82 -7.20
H 1.29 -2.55 -2.98
H 1.76 -1.08 -3.80
H 3.01 -2.37 -3.60
H 0.94 -4.40 -5.79
H 1.50 -4.59 -4.12
H 3.17 -5.49 -5.71
H 3.88 -3.96 -5.15
H 3.26 -2.03 -6.61
H 3.93 -2.53 -8.26
H 4.85 -2.91 -6.72
C 6.67 1.31 -1.26
O 5.76 2.40 -1.23
C 4.57 2.27 -2.07
C 3.71 1.12 -1.56
O 4.23 -0.08 -2.01
C 3.97 -1.21 -1.19
H 7.03 0.95 -2.23
H 6.15 0.47 -0.79
H 7.58 1.56 -0.65
H 4.85 2.23 -3.10
H 3.97 3.20 -1.93
H 2.65 1.19 -1.91
H 3.75 1.21 -0.44
H 4.10 -2.04 -1.83
H 2.97 -1.23 -0.69
H 4.65 -1.27 -0.36
C -0.78 -1.31 2.09
O -0.16 -1.35 0.79
C -0.95 -0.73 -0.19
C -0.39 -0.86 -1.57
O -1.39 -0.41 -2.48
C -0.87 -0.21 -3.74
H -1.85 -1.60 1.96
H -0.70 -0.31 2.60
H -0.41 -2.20 2.62
H -1.03 0.34 0.03
H -1.99 -1.18 -0.23
H -0.23 -1.93 -1.64
H 0.53 -0.23 -1.73
H -1.62 0.29 -4.41
H -0.55 -1.14 -4.28
H -0.03 0.52 -3.75
*
```